The following is a DFT calculation (the ωB97M-V functional and the def2-TZVPD basis) of an isolated molecule of CHClO3 at a distorted geometry.

Each line ends with the Löwdin charge.
Atoms and positions in Å:
H (1.716, 1.389, 0.379)  0.119
O (-0.147, -1.699, -0.187)  0.165
O (-0.034, 0.519, 0.134)  -0.104
Cl (-2.316, -0.200, -0.075)  0.714
O (1.381, 0.648, -0.157)  0.042
C (-0.600, -0.658, -0.094)  -0.936

For the HOMO energy, the calculation gives -11.41 eV. As for the SMILES: O=C(Cl)OO. The value obtained for the relative energy (zero: lowest compared OMol25 entry of this formula, charge and spin) is 44.1 kcal per mole. As for the multiplicity: 1. For the largest force on an atom, the calculation gives 3.92 eV/Å. Its HOMO-LUMO gap is 11.675 eV.

---

The following is a DFT calculation (the ωB97M-V functional and the def2-TZVPD basis) of CHCrF3NO3S as an isolated structure at a distorted geometry.

Each line ends with the Löwdin spin population.
Atoms and positions in Å:
H (3.001, -1.228, 1.513)  -0.189
O (0.909, -0.132, -1.147)  0.036
Cr (2.448, -0.570, 0.023)  3.835
F (-1.155, -1.641, -0.058)  0.002
F (-2.296, 0.002, 0.753)  0.002
F (-2.352, -0.408, -1.365)  0.005
S (-0.146, 0.735, -0.538)  0.035
N (0.377, 1.200, 1.053)  0.287
C (-1.602, -0.423, -0.283)  0.009
O (-0.663, 1.866, -1.288)  0.006
O (1.480, 0.600, 1.339)  -0.028

For the HOMO energy (spin up / spin down), the calculation gives -14.87 / -15.59 eV. The total charge is +1. Its expectation value of S² is 6.182. The value obtained for the relative energy (zero: lowest compared OMol25 entry of this formula, charge and spin) is 20.5 kcal per mole. As for the multiplicity: 5. For the largest force on an atom, the calculation gives 4.47 eV/Å. Its HOMO-LUMO gap (spin up / spin down) is 6.200 / 7.562 eV.